Entry 1:
173
Properties=species:S:1:pos:R:3:mulliken_charge:R:1 method="wB97M-V/def2-TZVPD" charge=+5 orbital_gap_ev=6.67
C 0.480 8.807 3.175 -1.456
C 0.796 7.546 2.274 -0.261
C 0.905 6.140 2.973 -0.585
N 1.340 5.094 1.875 0.411
C 2.744 5.439 1.249 -0.950
C 1.506 3.690 2.500 -1.583
C 1.302 2.754 1.354 0.643
C 0.107 3.327 0.603 0.331
C 0.269 4.824 0.808 -0.869
H 1.204 8.885 3.986 0.370
H -0.485 8.762 3.680 0.370
H 0.628 9.705 2.575 0.392
H 1.687 7.864 1.734 0.227
H -0.056 7.583 1.595 0.276
H -0.091 5.844 3.301 0.409
H 1.538 6.084 3.859 0.484
H 3.245 4.647 0.692 0.284
H 3.332 5.599 2.152 0.424
H 2.667 6.315 0.605 0.367
H 2.481 3.660 2.985 0.470
H 0.820 3.742 3.346 0.379
H 2.224 2.787 0.773 -0.214
H 1.292 1.700 1.633 0.329
H 0.265 3.012 -0.428 -0.217
H -0.838 2.970 1.013 0.219
H 0.434 5.377 -0.117 0.340
H -0.638 5.265 1.222 0.377
C 5.737 -0.760 2.453 -1.608
C 4.550 -0.958 1.532 0.760
C 5.027 -0.663 0.097 -0.965
N 3.995 -0.930 -1.026 0.674
C 2.918 0.143 -0.753 -0.705
C 3.460 -2.398 -1.071 -0.178
C 4.250 -3.220 -2.151 -0.474
C 5.188 -2.232 -2.900 -0.749
C 4.596 -0.852 -2.420 -0.515
H 5.384 -0.903 3.475 0.347
H 6.263 0.186 2.322 0.398
H 6.412 -1.595 2.266 0.428
H 3.723 -0.340 1.882 -0.272
H 4.158 -1.956 1.727 0.149
H 5.915 -1.251 -0.134 0.441
H 5.296 0.389 -0.008 0.477
H 2.268 0.128 -1.628 -0.091
H 3.327 1.149 -0.661 0.339
H 2.496 -0.287 0.155 0.403
H 2.424 -2.169 -1.320 0.194
H 3.525 -2.808 -0.063 -0.035
H 3.481 -3.653 -2.790 0.270
H 4.802 -4.022 -1.660 0.367
H 5.241 -2.297 -3.987 0.441
H 6.193 -2.213 -2.481 0.304
H 3.868 -0.546 -3.171 0.098
H 5.323 -0.048 -2.306 0.498
C -3.095 -4.458 -3.626 -0.670
N -1.727 -3.844 -3.526 0.313
C -1.668 -2.783 -4.633 -0.989
C -1.668 -3.191 -2.095 0.158
C -0.623 -4.827 -3.782 -0.597
C -0.457 -5.811 -2.631 0.004
O 0.645 -6.665 -2.886 -0.582
H -3.433 -4.755 -4.619 0.406
H -3.790 -3.684 -3.298 0.177
H -3.180 -5.252 -2.885 0.336
H -0.686 -2.311 -4.677 0.304
H -2.528 -2.114 -4.660 0.269
H -1.812 -3.341 -5.558 0.538
H -2.241 -2.264 -2.112 -0.349
H -0.636 -3.063 -1.769 -0.009
H -2.080 -3.840 -1.323 0.248
H 0.298 -4.246 -3.728 0.179
H -0.741 -5.238 -4.785 0.497
H -1.291 -6.465 -2.378 0.531
H -0.106 -5.232 -1.777 -0.202
H 0.463 -7.589 -2.697 0.395
C 0.154 0.114 -6.940 -0.722
N -0.059 1.005 -5.640 -0.254
C 0.760 0.561 -4.351 -0.969
C 0.418 2.451 -6.008 -0.853
C -1.613 1.034 -5.387 -0.776
C -2.043 1.749 -4.089 -0.199
O -1.753 0.880 -3.028 0.854
H -0.199 0.713 -7.779 0.416
H -0.349 -0.849 -6.844 0.259
H 1.233 0.001 -7.048 0.396
H 1.732 0.478 -4.837 0.762
H 0.457 -0.458 -4.113 0.058
H 0.696 1.405 -3.663 0.319
H -0.020 2.791 -6.946 0.409
H 1.488 2.424 -6.209 0.369
H 0.156 3.025 -5.119 0.412
H -2.110 0.081 -5.568 0.503
H -1.918 1.687 -6.204 0.457
H -3.104 1.980 -4.181 0.189
H -1.464 2.659 -3.934 0.255
H -2.551 0.346 -3.010 -0.469
C 1.785 -0.510 7.751 -0.839
N 2.204 0.713 6.944 0.020
C 1.186 1.872 7.152 -0.713
C 3.554 1.203 7.492 -0.941
C 2.544 0.286 5.458 -0.874
C 1.377 0.034 4.521 0.195
O 0.668 1.223 4.202 -0.343
H 0.824 -0.814 7.337 0.393
H 1.733 -0.265 8.812 0.412
H 2.455 -1.335 7.513 0.330
H 0.982 2.049 8.208 0.382
H 0.382 1.706 6.435 0.293
H 1.642 2.795 6.795 0.346
H 3.342 1.588 8.490 0.433
H 3.864 2.022 6.843 0.400
H 4.275 0.390 7.583 0.372
H 3.165 -0.608 5.411 0.339
H 3.219 1.028 5.031 0.361
H 0.687 -0.755 4.818 0.353
H 1.715 -0.304 3.542 -0.166
H -0.032 0.988 3.588 0.417
C -5.053 3.888 -2.285 -1.031
N -5.481 3.452 -0.887 0.329
C -6.754 2.641 -1.055 -1.025
C -4.355 2.518 -0.333 -0.607
C -5.672 4.651 0.042 -0.423
C -6.833 5.648 -0.178 -0.779
O -6.686 6.359 -1.343 -0.512
H -5.828 4.546 -2.677 0.462
H -4.733 3.004 -2.836 0.378
H -4.231 4.585 -2.120 0.394
H -7.411 3.312 -1.608 0.472
H -7.177 2.304 -0.108 0.375
H -6.603 1.827 -1.764 0.305
H -3.445 3.113 -0.261 0.380
H -4.207 1.804 -1.143 -0.148
H -4.693 1.926 0.518 0.441
H -4.718 5.159 -0.102 0.348
H -5.808 4.271 1.055 0.350
H -6.932 6.404 0.601 0.435
H -7.719 5.019 -0.087 0.407
H -7.574 6.606 -1.612 0.354
C -0.903 -6.405 2.930 -0.910
N 0.249 -6.246 1.940 0.328
C -0.148 -6.977 0.656 -1.250
C 0.439 -4.740 1.734 -1.171
C 1.536 -6.921 2.514 -0.560
C 2.742 -6.959 1.551 -0.750
O 3.259 -5.680 1.279 -0.388
H -1.882 -6.052 2.606 0.349
H -0.533 -5.925 3.836 0.417
H -1.155 -7.456 3.068 0.423
H -0.322 -8.032 0.869 0.379
H 0.540 -6.756 -0.161 0.430
H -1.101 -6.515 0.400 0.539
H 0.764 -4.129 2.577 0.431
H -0.527 -4.274 1.539 0.459
H 1.029 -4.616 0.826 0.185
H 1.177 -7.937 2.682 0.431
H 1.848 -6.516 3.476 0.436
H 2.632 -7.696 0.756 0.409
H 3.471 -7.516 2.139 0.465
H 4.200 -5.742 1.098 0.320
C -5.395 -1.139 -1.211 -0.621
C -5.352 -0.831 -2.739 0.539
O -6.400 -0.652 -3.317 -0.683
O -4.219 -0.665 -3.241 -0.831
H -4.513 -0.752 -0.701 -0.050
H -5.299 -2.223 -1.161 0.366
H -6.256 -0.657 -0.748 0.281
C -1.442 -0.309 -0.205 0.490
C -0.789 -0.555 1.146 -0.384
O -0.936 0.175 2.165 -0.913
O 0.122 -1.414 1.199 -0.425
H -1.970 0.639 -0.301 0.082
H -2.289 -0.982 -0.341 -0.091
H -0.763 -0.307 -1.057 -0.142

---

Entry 2:
204
Properties=species:S:1:pos:R:3:mulliken_charge:R:1 method="wB97M-V/def2-TZVPD" orbital_gap_ev=7.91 smiles="CN(C)P(=O)(N(C)C)N(C)C.CN(C)P(=O)(N(C)C)N(C)C.CN(C)P(=O)(N(C)C)N(C)C.CN(C)P(=O)(N(C)C)N(C)C.CN(C)P(=O)(N(C)C)N(C)C.CN(C)P(=O)(N(C)C)N(C)C.O=C1OC[C@@H](F)O1.O=C1OC[C@@H](F)O1.O=C1OC[C@@H](F)O1"
C -0.417 -5.774 3.486 -1.115
N 0.171 -7.074 3.331 0.279
C 1.411 -7.071 2.470 -0.894
P -0.927 -8.414 3.431 0.420
O -1.850 -8.598 2.232 -0.819
N 0.016 -9.780 3.730 0.163
C -0.789 -10.990 3.722 -0.980
C 1.091 -9.777 4.755 -0.914
N -1.666 -8.167 4.974 0.277
C -2.973 -8.891 5.201 -1.024
C -0.976 -7.880 6.230 -1.225
H -0.939 -5.475 2.577 0.382
H 0.212 -4.938 3.793 0.375
H -1.256 -5.757 4.181 0.313
H 2.101 -7.846 2.805 0.234
H 1.753 -6.049 2.632 0.357
H 1.192 -7.153 1.406 0.288
H -0.114 -11.816 3.501 0.352
H -1.272 -11.081 4.695 0.288
H -1.588 -10.990 2.980 0.305
H 1.794 -8.945 4.729 0.254
H 0.697 -9.767 5.771 0.253
H 1.700 -10.678 4.684 0.384
H -3.690 -8.336 5.805 0.320
H -3.429 -9.123 4.238 0.312
H -2.787 -9.877 5.628 0.328
H -1.541 -7.037 6.629 0.374
H 0.068 -7.571 6.178 0.390
H -0.963 -8.721 6.923 0.321
C 5.153 1.718 10.466 -1.063
N 4.986 0.280 10.312 0.305
C 3.803 -0.292 11.042 -1.080
P 5.873 -0.537 9.055 0.339
O 7.051 0.253 8.705 -0.831
N 6.257 -2.052 9.821 0.180
C 7.162 -2.902 9.056 -1.071
C 6.680 -2.131 11.223 -1.020
N 4.712 -0.918 7.848 0.213
C 4.991 -0.559 6.499 -0.927
C 3.758 -2.028 8.126 -0.935
H 4.498 2.223 9.756 0.327
H 6.169 2.009 10.196 0.293
H 4.958 1.946 11.514 0.353
H 3.718 0.238 11.991 0.336
H 3.899 -1.360 11.241 0.396
H 2.876 -0.209 10.475 0.273
H 6.778 -3.005 8.041 0.273
H 8.142 -2.428 9.012 0.352
H 7.154 -3.898 9.498 0.403
H 6.932 -3.149 11.519 0.363
H 7.542 -1.467 11.285 0.368
H 5.900 -1.693 11.847 0.271
H 5.715 -1.166 5.955 0.298
H 4.117 -0.593 5.848 0.344
H 5.349 0.470 6.510 0.285
H 4.122 -2.943 7.658 0.343
H 2.753 -1.775 7.790 0.346
H 3.609 -2.214 9.190 0.266
C 1.483 6.584 7.080 -1.219
N 0.541 5.830 6.354 0.360
C 0.969 5.387 5.008 -1.120
P -1.146 5.981 6.675 0.423
O -1.815 7.097 5.938 -0.840
N -1.756 4.439 6.354 0.219
C -1.104 3.239 6.871 -1.100
C -3.195 4.237 6.147 -1.057
N -1.423 6.017 8.357 0.306
C -0.439 5.525 9.287 -1.099
C -2.279 7.083 8.928 -1.029
H 2.204 7.120 6.463 0.376
H 1.972 5.883 7.756 0.357
H 1.142 7.383 7.739 0.360
H 1.943 4.899 4.995 0.375
H 1.074 6.228 4.323 0.349
H 0.226 4.698 4.606 0.352
H -1.305 3.203 7.942 0.267
H -1.621 2.410 6.388 0.436
H -0.049 3.302 6.608 0.300
H -3.711 3.946 7.062 0.339
H -3.659 5.137 5.743 0.341
H -3.299 3.438 5.412 0.361
H -0.953 5.112 10.155 0.342
H -0.005 4.648 8.808 0.343
H 0.354 6.203 9.603 0.282
H -2.966 7.331 8.119 0.325
H -1.857 8.048 9.212 0.307
H -2.814 6.647 9.772 0.342
C -3.585 7.045 -0.932 -1.098
N -4.532 7.138 -2.042 0.326
C -5.856 6.624 -1.690 -1.211
P -3.981 7.139 -3.684 0.295
O -3.219 5.886 -4.130 -0.857
N -5.384 7.432 -4.613 0.161
C -6.234 8.574 -4.296 -0.917
C -5.936 6.372 -5.453 -0.931
N -3.155 8.621 -3.806 0.206
C -3.477 9.858 -3.074 -1.043
C -2.096 8.592 -4.889 -0.984
H -4.139 7.049 0.007 0.397
H -2.880 7.876 -0.971 0.218
H -3.156 6.052 -1.059 0.364
H -6.343 7.155 -0.873 0.338
H -5.705 5.627 -1.275 0.435
H -6.573 6.477 -2.499 0.373
H -6.562 8.598 -3.256 0.304
H -5.650 9.460 -4.543 0.300
H -7.188 8.607 -4.823 0.372
H -6.966 6.575 -5.748 0.314
H -5.254 6.163 -6.277 0.281
H -5.921 5.426 -4.912 0.327
H -4.485 9.982 -2.676 0.352
H -2.839 9.815 -2.192 0.400
H -2.949 10.700 -3.521 0.330
H -2.552 8.230 -5.810 0.305
H -1.253 8.020 -4.501 0.268
H -1.808 9.603 -5.178 0.377
C 4.655 -2.313 -10.501 -0.957
N 4.837 -3.646 -9.929 0.313
C 4.252 -4.736 -10.751 -0.876
P 6.022 -3.986 -8.744 0.289
O 7.091 -4.826 -9.335 -0.826
N 6.456 -2.436 -8.150 0.166
C 7.697 -1.747 -8.722 -0.958
C 5.652 -1.748 -7.117 -0.827
N 5.032 -4.785 -7.506 0.093
C 5.190 -6.278 -7.354 -0.935
C 3.714 -4.204 -7.014 -0.981
H 5.501 -2.066 -11.142 0.276
H 4.552 -1.507 -9.775 0.271
H 3.791 -2.257 -11.163 0.366
H 4.895 -4.986 -11.595 0.293
H 3.306 -4.339 -11.119 0.351
H 4.131 -5.623 -10.130 0.186
H 8.486 -2.459 -8.964 0.318
H 7.521 -1.144 -9.613 0.305
H 8.141 -1.035 -8.027 0.347
H 4.671 -1.615 -7.572 0.245
H 5.645 -2.377 -6.227 0.263
H 6.110 -0.887 -6.631 0.319
H 5.020 -6.718 -8.337 0.290
H 6.202 -6.576 -7.077 0.290
H 4.473 -6.779 -6.703 0.394
H 3.851 -3.779 -6.020 0.254
H 2.944 -4.973 -7.078 0.424
H 3.415 -3.387 -7.670 0.309
C -6.956 -2.536 -7.129 -1.162
N -6.859 -3.370 -5.891 0.086
C -7.928 -4.454 -5.779 -0.869
P -5.774 -2.830 -4.653 0.445
O -4.567 -2.155 -5.093 -0.876
N -6.839 -2.003 -3.562 0.281
C -6.557 -1.769 -2.148 -0.766
C -7.693 -1.010 -4.097 -1.001
N -5.493 -4.314 -3.934 0.377
C -6.364 -4.984 -2.904 -1.292
C -4.185 -4.906 -3.978 -1.076
H -8.010 -2.260 -7.165 0.475
H -6.583 -3.188 -7.919 0.383
H -6.257 -1.702 -7.190 0.269
H -8.477 -4.298 -6.708 0.444
H -8.618 -4.183 -4.980 0.278
H -7.501 -5.451 -5.668 0.198
H -5.723 -1.086 -1.989 0.280
H -7.446 -1.282 -1.747 0.309
H -6.210 -2.730 -1.769 0.195
H -8.526 -0.860 -3.409 0.344
H -7.025 -0.150 -4.155 0.362
H -8.024 -1.323 -5.087 0.211
H -7.334 -4.505 -2.768 0.398
H -6.423 -6.037 -3.179 0.388
H -5.941 -4.832 -1.911 0.371
H -3.467 -4.236 -4.452 0.324
H -4.239 -5.841 -4.536 0.309
H -3.694 -5.228 -3.060 0.315
O 0.581 1.929 -11.645 -0.521
C 0.066 1.812 -10.564 0.663
O -1.234 1.585 -10.362 -0.318
C -1.507 1.649 -8.987 -0.354
C -0.123 1.644 -8.248 0.315
F 0.128 0.396 -7.904 -0.275
O 0.686 2.013 -9.351 -0.335
H -2.051 2.521 -8.624 0.256
H -2.108 0.769 -8.760 0.257
H -0.029 2.277 -7.365 0.310
O 4.321 4.537 -3.456 -0.574
C 4.507 5.607 -2.895 0.712
O 4.158 6.763 -3.367 -0.330
C 4.953 7.799 -2.855 -0.486
C 5.212 7.234 -1.465 0.287
F 4.151 7.582 -0.760 -0.260
O 5.259 5.813 -1.816 -0.319
H 5.865 7.778 -3.451 0.312
H 4.494 8.777 -2.998 0.300
H 6.166 7.645 -1.133 0.358
O 2.785 -1.511 -0.870 -0.609
C 1.770 -0.754 -1.014 0.705
O 0.978 -0.715 -2.006 -0.267
C 0.036 0.278 -1.845 -0.335
C 0.053 0.530 -0.307 0.277
F -0.907 0.069 0.485 -0.266
O 1.332 0.102 -0.025 -0.312
H 0.173 1.119 -2.525 0.320
H -0.961 -0.115 -2.042 0.228
H 0.186 1.607 -0.201 0.260

---

| no. | calculated total energy (Eh) |
| --- | --- |
| 1 | -2840.2338 |
| 2 | -6246.7833 |